{
  "formula": "C17H49N6O8P2S2Si2TeY",
  "method": "ωB97M-V/def2-TZVPD",
  "elements": ["Y", "N", "N", "C", "O", "O", "H", "H", "H", "C", "N", "C", "P", "O", "O", "P", "O", "N", "C", "C", "N", "C", "C", "N", "C", "C", "H", "H", "H", "H", "H", "H", "H", "H", "H", "H", "H", "H", "H", "H", "H", "H", "H", "H", "H", "H", "H", "H", "H", "H", "O", "S", "O", "O", "S", "C", "Si", "C", "C", "C", "Te", "C", "Si", "C", "C", "C", "H", "H", "H", "H", "H", "H", "H", "H", "H", "H", "H", "H", "H", "H", "H", "H", "H", "H", "H", "H", "H", "H"],
  "coordinates": [[-0.405920, -0.315683, -0.317849], [0.835448, -1.576533, 1.530986], [0.236200, -1.206749, 2.749434], [-1.145270, -0.879371, 2.702885], [-1.696776, -0.685723, 3.778298], [-1.640393, -0.785516, 1.525391], [0.803713, -2.581287, 1.365508], [1.807132, -1.286675, 1.528844], [0.496759, -1.735155, 3.569406], [-1.644653, 3.079773, 4.088470], [-0.595916, 2.596388, 3.204254], [0.546222, 1.995671, 3.891224], [-0.619281, 2.665642, 1.587242], [0.130841, 1.549831, 0.939620], [-2.194119, 2.684375, 1.229040], [-3.109688, 1.844228, 0.173399], [-2.275779, 0.952472, -0.665085], [-4.227733, 1.159876, 1.130481], [-4.935399, 0.025693, 0.531079], [-4.248280, 1.182768, 2.588784], [-3.865275, 2.899259, -0.808672], [-4.833319, 3.851981, -0.293677], [-3.316280, 3.218917, -2.129044], [-0.019134, 4.098046, 1.065531], [-0.355616, 5.322283, 1.779383], [0.102899, 4.278205, -0.383568], [-1.215921, 3.763948, 4.825796], [-2.108303, 2.240511, 4.611651], [-2.406465, 3.616501, 3.528985], [1.035989, 2.738658, 4.526147], [1.261933, 1.613766, 3.167734], [0.196990, 1.160416, 4.500998], [-4.866436, 0.061523, -0.555577], [-5.988357, 0.062933, 0.815367], [-4.498436, -0.915587, 0.871679], [-3.974220, 2.168598, 2.952661], [-3.582368, 0.433599, 3.023216], [-5.272813, 0.985151, 2.909160], [-5.266217, 3.482587, 0.634645], [-5.635846, 3.979890, -1.022059], [-4.376562, 4.830805, -0.111131], [-2.635592, 2.436564, -2.458090], [-2.795187, 4.181336, -2.115261], [-4.138549, 3.283635, -2.843377], [-0.331278, 5.153761, 2.854187], [-1.343511, 5.706066, 1.497815], [0.386576, 6.083570, 1.537991], [0.313381, 3.328620, -0.872444], [0.921482, 4.968790, -0.588203], [-0.816395, 4.693692, -0.810815], [-0.102190, -1.359266, -4.248633], [-0.899252, -0.545267, -3.354928], [-1.175362, -1.375333, -2.086240], [-2.131570, -0.025699, -3.888418], [0.252561, 0.982591, -2.648256], [0.902015, -6.880103, -2.261766], [1.254188, -5.164022, -2.936289], [3.035454, -5.086877, -3.507498], [0.091386, -4.735211, -4.321170], [0.971173, -3.957420, -1.510896], [1.920846, -2.042741, -1.737525], [3.586405, -2.463656, -0.442714], [4.620582, -0.909414, -0.167901], [6.243157, -1.415382, 0.614975], [4.889241, -0.054226, -1.804643], [3.728544, 0.275998, 0.988546], [1.007142, -7.636239, -3.043669], [-0.116054, -6.948438, -1.871082], [1.590850, -7.138278, -1.453624], [3.223840, -5.865054, -4.250953], [3.735358, -5.239689, -2.681832], [3.254848, -4.121818, -3.968279], [0.257631, -5.377499, -5.189217], [0.221378, -3.693407, -4.624820], [-0.948137, -4.853811, -4.007039], [1.314648, -4.364252, -0.556381], [-0.096336, -3.736247, -1.432650], [4.192964, -3.227217, -0.934213], [3.233361, -2.886066, 0.502432], [6.806038, -2.079773, -0.044197], [6.070889, -1.945278, 1.555069], [6.872240, -0.548580, 0.829743], [5.262517, -0.754254, -2.555690], [5.610569, 0.760628, -1.713583], [3.954981, 0.367462, -2.186302], [3.559078, -0.154541, 1.980901], [2.773039, 0.615430, 0.577357], [4.337712, 1.170931, 1.138985]],
  "forces_ev_per_angstrom": [[-0.4339, 0.1586, -0.1643], [-0.0014, -0.0309, -0.0156], [-0.0614, 0.0239, 0.0097], [0.1162, -0.0052, 0.1006], [-0.0426, -0.0138, -0.0393], [-0.0489, 0.0461, 0.0381], [-0.0044, -0.0165, 0.0005], [0.0097, 0.0077, 0.0049], [0.0196, -0.0065, -0.0022], [0.0059, -0.0052, -0.0064], [0.0169, -0.0132, 0.0420], [-0.0120, -0.0032, -0.0068], [0.0052, -0.1107, -0.0585], [-0.0786, 0.0119, -0.1211], [0.0531, -0.0284, 0.0180], [-0.1025, 0.0110, -0.0460], [0.1528, -0.1096, 0.2528], [-0.0709, 0.0418, -0.0052], [-0.0080, -0.0197, -0.0054], [0.0280, -0.0220, 0.0121], [0.0678, 0.0523, -0.0162], [0.0093, -0.0219, -0.0087], [-0.0344, -0.0187, -0.0005], [-0.0274, 0.0394, -0.0291], [0.0133, -0.0057, -0.0014], [0.0021, 0.0136, -0.0018], [-0.0036, 0.0023, 0.0059], [0.0001, -0.0043, -0.0028], [-0.0029, 0.0004, -0.0043], [0.0002, 0.0022, 0.0003], [0.0001, 0.0051, 0.0013], [0.0010, -0.0004, -0.0008], [0.0036, 0.0091, 0.0002], [0.0026, 0.0099, 0.0022], [0.0114, 0.0013, 0.0013], [0.0060, 0.0099, 0.0003], [0.0088, -0.0004, -0.0010], [0.0007, 0.0015, -0.0005], [0.0003, 0.0057, -0.0023], [-0.0086, 0.0043, 0.0087], [-0.0017, 0.0007, 0.0016], [0.0108, 0.0051, 0.0073], [0.0071, -0.0040, -0.0023], [-0.0029, 0.0006, 0.0059], [-0.0022, -0.0009, -0.0052], [-0.0026, -0.0013, 0.0004], [0.0021, 0.0016, 0.0008], [-0.0026, -0.0024, 0.0025], [0.0062, -0.0086, -0.0008], [-0.0042, -0.0004, 0.0104], [0.0219, 0.0340, 0.0664], [-0.2056, -0.3696, -0.2532], [0.0648, 0.1195, 0.0883], [0.0187, 0.0246, 0.0870], [0.2592, 0.3571, 0.1221], [-0.0125, -0.0153, -0.0203], [-0.0034, -0.0392, 0.0355], [0.0054, 0.0150, 0.0119], [0.0341, 0.0284, -0.0214], [-0.0190, 0.0708, 0.0627], [0.2450, -0.2377, -0.1579], [-0.0273, 0.0670, 0.0016], [0.0274, -0.0296, 0.0174], [0.0092, 0.0003, 0.0096], [-0.0203, -0.0331, -0.0275], [-0.0111, -0.0211, 0.0116], [-0.0002, 0.0047, 0.0094], [0.0078, 0.0025, -0.0012], [-0.0033, -0.0002, -0.0049], [0.0114, 0.0078, 0.0010], [-0.0014, -0.0091, -0.0002], [0.0149, -0.0037, -0.0021], [0.0039, 0.0014, 0.0026], [-0.0330, -0.0169, -0.0042], [0.0004, 0.0081, 0.0005], [0.0040, -0.0128, -0.0033], [0.0038, -0.0188, 0.0129], [0.0050, 0.0146, -0.0106], [-0.0078, 0.0103, -0.0092], [-0.0077, -0.0013, 0.0050], [0.0203, 0.0016, -0.0059], [-0.0135, 0.0012, -0.0031], [0.0094, 0.0190, -0.0064], [-0.0017, 0.0012, 0.0181], [0.0093, 0.0055, -0.0188], [-0.0127, 0.0062, -0.0026], [-0.0089, 0.0037, 0.0263], [0.0103, -0.0082, -0.0164]],
  "mulliken_charge": [0.616, -0.243, -0.142, 0.319, -0.749, -0.525, 0.297, -0.053, 0.291, -1.135, 0.908, -0.974, 0.038, 0.285, -0.077, -0.970, 0.716, 0.632, -1.147, -0.744, 0.531, -1.025, -0.838, 0.238, -0.976, -0.949, 0.408, 0.251, 0.322, 0.304, 0.144, 0.320, 0.413, 0.352, 0.298, 0.155, 0.163, 0.426, 0.277, 0.346, 0.276, 0.115, 0.255, 0.333, 0.297, 0.255, 0.369, 0.095, 0.438, 0.215, -0.701, 0.953, -0.456, -0.649, -0.455, -1.055, 0.127, -1.065, -0.820, -0.708, 0.028, -0.909, 0.025, -1.079, -1.051, -0.826, 0.313, 0.320, 0.299, 0.365, 0.296, 0.354, 0.357, 0.233, 0.288, 0.524, 0.388, 0.374, 0.520, 0.315, 0.316, 0.308, 0.328, 0.336, 0.371, 0.345, -0.054, 0.595],
  "energy_ev": -108097.5644,
  "total_charge": 0
}



{
  "formula": "C19H24N4O3",
  "method": "ωB97M-V/def2-TZVPD",
  "elements": ["O", "N", "N", "O", "O", "C", "C", "C", "C", "C", "C", "C", "C", "C", "N", "N", "C", "C", "C", "C", "C", "C", "C", "C", "C", "C", "H", "H", "H", "H", "H", "H", "H", "H", "H", "H", "H", "H", "H", "H", "H", "H", "H", "H", "H", "H", "H", "H", "H", "H"],
  "coordinates": [[0.519919, 5.629500, -0.469547], [1.074250, -2.710884, -0.761032], [0.460315, -2.077583, 1.316145], [0.674849, -3.851787, -0.040862], [-3.533098, 5.541400, -1.523946], [0.204815, 5.122859, -1.548557], [0.974512, -1.703201, 0.082013], [0.340424, -3.386227, 1.199003], [1.945753, -0.029294, -1.566436], [0.918654, 0.765582, 0.483333], [2.213581, 1.288565, -1.938860], [1.218449, 2.093236, 0.114305], [1.301116, -0.336124, -0.343564], [1.876256, 2.337344, -1.083643], [1.115080, 4.280702, -2.183204], [-1.689312, 4.505583, -3.310822], [2.265344, 3.725214, -1.502372], [-0.279622, -4.196013, 2.306271], [-2.141814, 3.179518, -2.900481], [0.644524, -5.335667, 2.720395], [-0.643230, -7.504676, 3.473964], [0.679240, -7.517764, 4.260557], [0.056844, -6.176650, 3.853750], [-2.392428, 3.400378, -1.390252], [-1.239787, 5.361928, -2.142478], [-2.316334, 4.902395, -1.156962], [-3.661812, 5.478528, -2.467393], [2.230208, -0.852787, -2.220520], [0.333965, 0.632162, 1.381838], [2.688140, 1.506826, -2.899609], [0.882414, 2.900789, 0.777230], [0.755918, 3.674573, -2.910977], [-1.003097, 4.430040, -4.083171], [2.549542, 4.284441, -0.625981], [3.133683, 3.685352, -2.121999], [-1.241641, -4.553724, 1.947664], [-0.521991, -3.497999, 3.137975], [-1.380948, 2.420149, -3.049205], [-3.030626, 2.800141, -3.460932], [1.586431, -4.902871, 3.062097], [0.908725, -5.971108, 1.864178], [-0.619506, -7.788076, 2.416878], [-1.556147, -7.831787, 4.007356], [0.710217, -7.763241, 5.308852], [1.607634, -7.742776, 3.716457], [-0.344964, -5.646340, 4.700541], [-1.568903, 2.870729, -0.854311], [-3.361293, 2.984713, -1.107819], [-1.313028, 6.434999, -2.357073], [-2.031222, 5.138934, -0.108795]],
  "forces_ev_per_angstrom": [[-0.7199, -0.1592, -1.2046], [0.2691, 0.2361, 0.3345], [0.6911, -1.0097, -0.7195], [-0.2303, 1.1775, 1.5417], [-0.0657, 0.1555, 1.3451], [0.6773, -0.4831, 1.1070], [-0.5091, -1.4852, -0.6582], [-0.6128, 1.8910, -0.1285], [-0.2668, -0.4747, 0.3315], [0.2890, 0.0813, -1.0382], [-0.2884, -0.6247, 0.4657], [-0.4407, -1.1089, 0.3326], [-0.1015, 1.9969, 0.3859], [0.7656, -0.1949, -0.0558], [-1.3162, 1.0726, -0.5362], [1.5643, 0.9704, -1.1851], [-0.7534, -0.4862, 0.7775], [0.2458, 0.0683, -0.5087], [-0.3152, 0.1859, 0.5973], [0.0731, -0.4186, 0.9140], [0.4186, 0.3610, 0.9802], [0.0572, 0.9587, -1.5997], [-0.2164, -1.5786, -0.4740], [0.3612, -1.1622, 0.0139], [0.7385, -1.6473, -0.7621], [0.1554, 0.2685, 0.1986], [0.2287, -0.1975, -0.5383], [-0.0578, 0.1845, 0.1280], [0.1552, -0.3816, 0.1114], [-0.0314, -0.1465, 0.3563], [0.3398, -0.2104, -0.3903], [-0.0810, 0.2792, 0.0750], [-0.6983, 0.4926, 0.6898], [-0.3153, 0.5764, 0.1386], [0.4551, 0.0802, -0.7677], [-0.1230, -0.3326, -0.0890], [0.4806, -0.4345, -0.5790], [0.2877, -0.2488, 0.0365], [0.4515, 0.7214, 0.3393], [0.0985, 0.1039, 0.0153], [-0.2374, 0.0785, 0.1440], [0.0929, 0.1231, 0.4386], [0.6876, 0.3731, -0.3577], [-0.2227, -0.0881, 0.0702], [-0.5349, -0.2189, 0.2360], [-0.2808, 0.3274, -0.0357], [-0.6941, 0.4231, -0.0229], [0.1880, 0.1228, 0.3336], [-0.0878, -0.3312, -0.0599], [-0.5708, 0.1138, -0.7270]],
  "mulliken_charge": [-0.648, -0.407, -0.474, -0.196, -0.603, 0.156, 0.250, 0.558, -0.681, -0.754, -0.480, -0.250, 0.370, 0.997, -0.133, -0.613, -1.829, -0.563, -0.640, -0.687, -0.594, -0.643, -0.173, -0.178, 0.368, -0.308, 0.376, 0.437, 0.426, 0.376, 0.455, 0.295, 0.318, 0.471, 0.518, 0.329, 0.241, 0.271, 0.320, 0.351, 0.333, 0.228, 0.268, 0.272, 0.239, 0.480, -0.077, 0.395, 0.359, 0.469],
  "energy_ev": -32193.6002,
  "total_charge": 0
}



One value per record, in order, for HOMO-LUMO gap: 7.669; 9.355 eV.
One value per record, in order, for lowest unoccupied orbital energy: 0.1; 0.3 eV.
One value per record, in order, for energy relative to the best compared isomer or geometry (same formula, charge and spin): 42.3; 445.3 kJ/mol.